Record 1
One molecule with the formula C3H4S3, computed with ωB97M-V with the def2-TZVPD basis set.

Calculated values
SMILES string: CSC(=S)C=S
Energy above the lowest of the compared OMol25 structures with the same formula, charge and spin, eV: 1.202
HOMO, eV: -9.0
LUMO, eV: -1.85
HOMO-LUMO gap, Ha: 0.2645
Energy, eV: -35680.274

XYZ file:
```
10
Properties=species:S:1:pos:R:3:mulliken_charge:R:1
C -1.6199 -1.0146 0.0216 -0.960
S 0.1030 -1.0550 -0.0265 0.074
C 0.5186 0.6069 -0.0449 0.359
S -0.5081 1.9170 -0.0174 -0.222
C 1.9811 0.9164 -0.0016 -0.445
S 3.2488 -0.1241 -0.0093 -0.184
H -2.0786 -0.5881 0.9047 0.338
H -2.0078 -0.5098 -0.8561 0.346
H -1.8230 -2.0849 -0.0572 0.339
H 2.1859 1.9363 0.0866 0.354
```


Record 2
A 2-piece molecular cluster, C6H12N3 overall, computed with ωB97M-V with the def2-TZVPD basis set.

Calculated values
Energy above the lowest of the compared OMol25 structures with the same formula, charge and spin, eV: 1.301
Charge: +1
HOMO, eV: -12.0
LUMO, eV: -3.33
HOMO-LUMO gap, Ha: 0.3184
Energy, eV: -10880.016

XYZ file:
```
21
Properties=species:S:1:pos:R:3:mulliken_charge:R:1
C 1.5366 -0.9467 -0.5207 -0.795
C 1.2618 0.2901 -1.1562 0.051
C 2.3020 -0.7639 0.6036 -0.542
C 1.8675 1.2080 -0.2895 -0.857
C -1.2936 0.1039 0.1920 0.487
C -2.2526 -0.9653 -0.1186 -1.112
N 2.4817 0.5890 0.7374 -0.019
N -1.2569 1.2065 -0.5444 -0.292
N -0.5925 -0.0491 1.3093 -0.243
H 1.0117 -1.8490 -0.6610 0.513
H 0.8899 0.4763 -2.0997 0.695
H 2.9413 -1.4718 1.1384 0.415
H 1.9902 2.2866 -0.5862 0.380
H -3.2413 -0.4677 0.1189 0.341
H -2.0621 -1.6936 0.6512 0.335
H -2.2808 -1.3171 -1.1491 0.383
H -0.7734 2.0010 -0.2515 0.258
H -1.4796 1.1035 -1.5191 0.237
H 3.1449 0.9423 1.4414 0.250
H -0.3915 -0.9139 1.7206 0.224
H -0.0570 0.7323 1.7249 0.291
```


Which of these has the highest HOMO?
C3H4S3